Record 1
46
Properties=species:S:1:pos:R:3 method="wB97M-V/def2-TZVPD" spin_multiplicity=5 s2=6.008 e_above_lowest_kcal_mol=0.00 gap_ev="4.947 / 5.023" homo_ev="-14.94 / -14.98" charge=+2
I -3.329 0.412 -1.844
I 2.774 0.778 -1.787
Pm -0.174 0.459 -1.485
P -0.741 -2.399 -1.161
C -1.126 -3.639 0.092
C -1.980 -2.852 -2.489
H -1.854 -3.910 -2.774
H 0.628 -4.025 -2.314
H -1.839 -2.241 -3.392
H 0.926 -2.387 -2.955
H -2.086 -3.342 0.537
H -2.999 -2.704 -2.113
C 0.757 -2.974 -2.038
H -1.245 -4.617 -0.399
H 1.598 -2.846 -1.351
H -0.324 -3.610 0.839
P -0.743 3.288 -1.448
C -0.959 4.235 0.079
C 0.703 4.152 -2.200
H -2.057 3.452 -3.472
H -1.867 5.072 -2.726
H -3.046 3.884 -2.043
C -2.064 4.007 -2.522
H 0.956 3.656 -3.146
H 0.467 5.207 -2.400
H -0.940 5.315 -0.094
H -0.139 3.974 0.759
H 1.567 4.074 -1.529
H -1.905 3.966 0.560
C -1.536 1.144 0.503
O -2.103 1.268 1.502
C 0.749 -0.341 3.772
C 1.553 -1.016 2.635
C 2.995 -0.471 2.697
C 1.634 -2.517 2.912
C 0.874 -0.953 1.281
C 0.189 -1.246 0.260
H 1.185 -0.545 4.765
H -0.274 -0.733 3.776
H 0.705 0.748 3.640
H 3.440 -0.655 3.684
H 3.642 -0.969 1.968
H 3.054 0.607 2.522
H 0.629 -2.946 2.883
H 2.233 -3.004 2.132
H 2.075 -2.756 3.881



Record 2
10
Properties=species:S:1:pos:R:3 method="wB97M-V/def2-TZVPD" e_above_lowest_kcal_mol=8.20 gap_ev=6.458 homo_ev=-2.05 charge=-1
O -0.510 2.514 0.941
H -0.212 3.257 0.376
C -0.084 -0.009 -0.428
C 0.214 -1.411 0.138
H -0.467 -0.202 -1.440
H -0.778 0.583 0.165
H 0.791 0.625 -0.492
H 0.065 -2.216 -0.596
H -0.319 -1.620 1.071
H 1.300 -1.519 0.265



Record 3
40
Properties=species:S:1:pos:R:3 method="wB97M-V/def2-TZVPD" smiles="COc1ccc(OC)c(NC(=O)[C@H]2COc3ccccc3O2)c1" e_above_lowest_kcal_mol=46.85 gap_ev=8.401 homo_ev=-7.88
C -2.253 -3.920 -0.180
H -1.467 -3.772 0.567
O -3.358 -3.078 0.059
C -3.162 -1.733 0.029
C -1.938 -1.123 -0.225
C -1.841 0.259 -0.234
C -2.971 1.056 0.014
C -4.185 0.438 0.266
C -4.280 -0.941 0.273
H -5.225 -1.423 0.468
H -5.070 1.021 0.459
O -2.761 2.419 -0.015
C -3.862 3.260 0.229
H -4.648 3.118 -0.519
H -3.477 4.276 0.159
H -4.276 3.098 1.229
N -0.640 0.937 -0.485
C 0.588 0.425 -0.736
O 0.866 -0.747 -0.821
C 1.650 1.536 -0.903
C 1.993 2.130 0.475
H 2.766 2.901 0.337
O 2.458 1.126 1.339
C 3.370 0.277 0.751
C 4.120 -0.553 1.571
C 5.064 -1.401 1.024
C 5.271 -1.419 -0.346
C 4.515 -0.609 -1.171
C 3.553 0.233 -0.633
O 2.818 1.020 -1.488
H 4.643 -0.618 -2.242
H 6.015 -2.073 -0.774
H 5.643 -2.044 1.670
H 3.946 -0.513 2.635
H 1.119 2.574 0.957
H 1.286 2.313 -1.583
H -0.753 1.942 -0.454
H -1.048 -1.695 -0.418
H -1.836 -3.762 -1.179
H -2.637 -4.936 -0.104



Record 4
14
Properties=species:S:1:pos:R:3 method="wB97M-V/def2-TZVPD" e_above_lowest_kcal_mol=145.10 gap_ev=9.801 homo_ev=-9.44
C -2.704 -1.550 0.058
C -1.792 -0.797 -0.032
C -1.435 1.973 -0.018
C 1.188 -0.347 0.148
C -0.670 0.908 0.124
C 2.610 -0.620 -0.061
N 0.627 0.785 0.231
H -3.583 -2.059 -0.181
H -1.160 3.017 0.165
H -2.425 2.007 -0.279
H 0.434 -1.313 0.175
H 2.798 -1.322 -0.791
H 3.033 -0.935 0.779
H 3.079 0.254 -0.318